A molecular structure, C10H11ClCrF5NdS in a non-equilibrium geometry. Source: OMol25; level of theory: wB97M-V/def2-TZVPD.

XYZ file:
```
30
Properties=species:S:1:pos:R:3:lowdin_charge:R:1
Nd -0.01817 0.32304 -0.93552 1.267
Cl -0.65061 -1.79500 0.69039 0.061
C 1.91557 0.66023 0.42937 -0.367
H 2.38703 1.65275 0.41610 -0.041
H 2.61670 -0.07392 -0.01081 -0.039
H 1.75811 0.39596 1.48366 -0.033
Cr -0.77096 -2.79826 -1.28515 0.192
C 0.22724 -4.60268 -1.07788 -0.265
C -2.75186 -3.27522 -1.60663 -0.268
C -0.11794 -1.45292 -2.67243 -0.530
H -3.38068 -2.36999 -1.56035 -0.023
H -2.92861 -3.76091 -2.58162 -0.024
H -3.08387 -3.95929 -0.80775 -0.020
H 1.26192 -4.43702 -0.73383 -0.024
H -0.28748 -5.20284 -0.30512 -0.020
H 0.26731 -5.19712 -2.00545 -0.027
H 0.81534 -1.81684 -3.19317 -0.075
H -0.86041 -1.24832 -3.50520 -0.071
F 2.08753 4.34435 3.43796 0.097
C 1.14690 3.90011 2.57307 -0.124
C 0.19978 2.95745 2.98392 -0.131
F 0.17701 2.52807 4.27150 0.094
C -0.63865 2.36123 2.05094 -0.226
F -1.24870 1.18211 2.38270 0.041
C -0.68351 2.78240 0.69769 -0.681
S -1.88625 2.22125 -0.41029 0.502
C 0.35934 3.64792 0.30107 -0.233
F 0.72344 3.63527 -1.03700 0.017
C 1.21612 4.25649 1.21925 -0.141
F 2.14836 5.14171 0.79060 0.091
```

As for the HOMO energy (alpha / beta): -0.1422 / -0.1612 hartree. The value obtained for the LUMO energy (alpha / beta) is 2.3 / 2.3 eV. Its net charge is -1. The value obtained for the total energy is -3351.1600 a.u. Its spin multiplicity is 7. The largest force on an atom is 2.439 eV Å⁻¹.